# 1
# C42H116B3Cl4F12N8O13

A cluster of 15 separate species, C42H116B3Cl4F12N8O13 in total (wB97M-V/def2-TZVPD, the Open Molecules 2025 dataset).

LUMO: -0.078 hartree
F_max: 3.58 eV/A
Total charge: +1
Multiplicity: 1
Highest occupied orbital energy: -8.62 eV
Gap between HOMO and LUMO: 0.2388 Eh

Last column: Mulliken charge in e.
Positions of all 198 atoms, in Å:
1 C 3.0207 -26.7566 14.2196  -0.372
2 O 2.4508 -28.0107 14.6458  -0.474
3 C 3.4230 -29.0907 14.8324  0.726
4 C 3.0275 -30.1008 15.9065  -0.456
5 N 2.0757 -29.4496 16.8968  0.075
6 H 2.4854 -28.6442 17.3479  -0.219
7 H 1.3671 -28.9724 16.3580  0.449
8 C 1.5602 -30.3321 18.0705  -0.694
9 C 0.3740 -29.7553 18.8735  -0.596
10 O 0.9008 -28.7156 19.5634  -0.127
11 C 0.0706 -28.2152 20.5117  -0.912
12 H 3.6119 -26.3452 15.0378  0.037
13 H 2.1424 -26.1295 14.0664  0.329
14 H 3.5620 -26.8085 13.2750  0.231
15 H 4.4130 -28.7140 15.0891  -0.630
16 H 3.5704 -29.5545 13.8570  0.541
17 H 3.8200 -30.4325 16.5774  -0.077
18 H 2.5462 -30.9902 15.4997  0.436
19 H 2.4658 -30.5000 18.6534  0.312
20 H 1.3668 -31.3332 17.6851  0.491
21 H 0.0441 -30.5592 19.5317  0.480
22 H -0.4589 -29.4689 18.2313  0.361
23 H -0.9030 -27.9283 20.1146  0.362
24 H 0.6562 -27.4127 20.9602  0.183
25 H -0.0749 -28.9370 21.3155  0.411
26 C -0.6806 -25.5573 16.3854  -0.852
27 O 0.0306 -25.2336 17.5479  -0.312
28 C 1.4181 -25.5730 17.4531  1.354
29 C 2.1505 -25.0115 18.7232  -0.545
30 N 2.3903 -23.5376 18.6273  0.518
31 H 2.9175 -23.2987 19.4550  0.366
32 H 3.0009 -23.5113 17.8233  -0.290
33 C 1.0999 -22.6550 18.3562  -0.540
34 C 0.0313 -22.7177 19.4411  -0.681
35 O 0.4995 -22.5403 20.7566  -0.228
36 C -0.4244 -22.3161 21.8345  -0.804
37 H -1.7098 -25.2349 16.5427  0.274
38 H -0.5958 -26.5863 16.0360  0.199
39 H -0.3656 -24.8531 15.6153  0.391
40 H 1.9076 -25.1848 16.5599  -0.037
41 H 1.5440 -26.6484 17.3274  -0.939
42 H 3.1675 -25.3556 18.9110  -0.108
43 H 1.7084 -25.1678 19.7072  0.571
44 H 0.8161 -23.0570 17.3836  0.270
45 H 1.6120 -21.7009 18.2309  0.589
46 H -0.7229 -23.5015 19.3706  0.408
47 H -0.6600 -21.8939 19.2630  0.575
48 H -1.2617 -23.0011 21.7009  0.323
49 H -0.8141 -21.3026 21.7393  0.305
50 H 0.0411 -22.4805 22.8063  0.225
51 C 15.6647 -18.9349 16.0868  -0.843
52 O 14.2852 -18.8547 16.2040  -0.252
53 C 13.7661 -18.3600 17.4469  -1.057
54 C 12.2133 -18.3315 17.4573  0.536
55 N 11.7218 -17.7340 16.1601  0.864
56 H 12.1657 -18.2327 15.4023  0.512
57 H 10.7414 -17.8263 15.9357  -0.322
58 C 12.0918 -16.2690 15.8794  -0.709
59 C 11.7636 -15.9525 14.3967  -0.628
60 O 12.4678 -16.7193 13.4314  -0.261
61 C 12.3298 -16.2555 12.1272  -0.795
62 H 15.8400 -18.8901 15.0119  0.260
63 H 15.9200 -19.8266 16.6594  0.255
64 H 16.2144 -18.0994 16.5202  0.345
65 H 14.0523 -17.3322 17.6700  0.668
66 H 14.0266 -18.9902 18.2972  0.579
67 H 11.7786 -17.8746 18.3464  0.357
68 H 11.7782 -19.3299 17.5021  -0.813
69 H 13.1303 -16.0256 16.1036  0.468
70 H 11.3855 -15.7607 16.5358  0.405
71 H 11.8584 -14.8716 14.2933  0.495
72 H 10.6794 -16.0127 14.3022  0.375
73 H 12.9556 -16.7396 11.3774  0.248
74 H 12.5109 -15.1815 12.0848  0.316
75 H 11.2899 -16.4050 11.8365  0.310
76 C 6.8089 -31.0902 19.8100  -0.701
77 O 7.4705 -30.5689 18.6592  -0.413
78 C 6.7993 -30.9773 17.4346  -0.286
79 C 7.5440 -30.5292 16.1838  -0.832
80 N 7.6568 -29.0051 16.2143  0.729
81 H 6.6874 -28.7988 16.0196  -0.645
82 H 7.8927 -28.8546 17.1848  0.496
83 C 8.6401 -28.4248 15.1667  -0.322
84 C 8.2046 -28.5973 13.7339  -0.815
85 O 6.8700 -28.1096 13.5055  0.177
86 C 6.4206 -28.3655 12.1625  -1.159
87 H 7.4045 -30.8921 20.7011  0.285
88 H 6.7074 -32.1563 19.6069  0.340
89 H 5.8802 -30.6427 20.1644  0.217
90 H 5.7878 -30.5776 17.5056  -0.009
91 H 6.5684 -32.0410 17.3774  0.566
92 H 7.1584 -30.9041 15.2357  0.541
93 H 8.5171 -31.0003 16.3225  0.314
94 H 9.5273 -28.9999 15.4317  0.471
95 H 8.7415 -27.3739 15.4379  -0.265
96 H 8.3615 -29.6429 13.4689  0.565
97 H 8.8870 -28.1514 13.0103  0.586
98 H 6.2964 -29.4440 12.0653  0.340
99 H 7.2304 -28.0737 11.4939  0.418
100 H 5.5264 -27.8666 11.7887  0.254
101 C 8.6664 -25.2582 11.8288  -0.228
102 O 7.6788 -24.3592 12.2873  0.036
103 C 6.5609 -24.3457 11.3967  -0.540
104 C 5.4863 -23.2753 11.7384  -0.479
105 N 6.0349 -21.8368 11.8597  0.013
106 H 6.7531 -21.6902 11.1648  0.377
107 H 5.3528 -21.1123 11.6862  0.542
108 C 6.6419 -21.5379 13.2478  -0.566
109 C 6.8129 -20.0187 13.4171  -0.471
110 O 5.7213 -19.3630 12.8876  -0.429
111 C 5.9829 -17.9573 12.7323  -0.785
112 H 9.4417 -25.4991 12.5561  0.084
113 H 9.0418 -24.9223 10.8621  0.370
114 H 8.1401 -26.1982 11.6634  -0.173
115 H 6.0877 -25.3275 11.4145  0.138
116 H 6.8963 -24.2366 10.3653  0.595
117 H 4.9901 -23.4925 12.6843  -0.001
118 H 4.7873 -23.1749 10.9081  0.525
119 H 7.6530 -21.9299 13.1379  0.358
120 H 6.0024 -22.0268 13.9827  0.071
121 H 7.7301 -19.7640 12.8860  0.419
122 H 6.8959 -19.8011 14.4820  0.275
123 H 6.3883 -17.3844 13.5662  0.210
124 H 5.0725 -17.4247 12.4575  0.326
125 H 6.6116 -17.7619 11.8636  0.361
126 C 13.4593 -22.5665 16.9468  -0.996
127 C 13.2918 -23.3871 18.2947  0.566
128 C 14.0374 -22.8530 19.5440  -0.802
129 O 13.9680 -23.8110 20.6082  -0.378
130 C 14.9488 -23.5262 21.6531  -0.775
131 N 11.7720 -23.6308 18.6007  1.033
132 H 11.4286 -24.1103 17.7807  -0.120
133 H 11.5273 -24.1585 19.4264  0.433
134 H 11.3187 -22.7648 18.8550  -0.404
135 H 13.1522 -21.5238 17.0277  -0.063
136 H 12.8860 -22.9456 16.1008  0.251
137 H 14.5310 -22.5259 16.7523  0.505
138 H 13.6635 -24.3942 18.1058  0.242
139 H 13.7462 -21.8537 19.8677  0.319
140 H 15.1112 -22.7756 19.3736  0.519
141 H 14.8265 -22.4971 21.9907  0.314
142 H 15.9352 -23.7909 21.2724  0.315
143 H 14.7214 -24.1422 22.5231  0.267
144 C 6.5405 -21.0826 22.4439  -1.609
145 C 7.8264 -21.5248 21.7590  0.755
146 C 8.7854 -22.3263 22.6762  -0.663
147 O 8.9683 -21.6145 23.8873  -0.446
148 C 10.1320 -20.8748 23.8872  -0.549
149 N 7.4225 -22.4191 20.5707  0.906
150 H 6.6148 -22.9611 20.8426  -0.071
151 H 7.1021 -21.8440 19.8047  -0.301
152 H 8.1474 -23.0645 20.2911  0.211
153 H 6.2068 -22.0021 22.9247  0.368
154 H 5.8147 -20.7363 21.7080  0.460
155 H 6.6712 -20.3177 23.2094  0.363
156 H 8.2407 -20.6115 21.3319  0.175
157 H 9.7490 -22.6454 22.2790  0.313
158 H 8.2869 -23.2694 22.9002  0.319
159 H 9.9615 -20.1937 23.0535  0.238
160 H 11.0367 -21.4195 23.6172  0.224
161 H 10.2363 -20.2610 24.7818  0.296
162 C 7.1560 -25.0306 15.3004  0.283
163 C 7.4621 -24.3068 16.5705  0.572
164 C 8.3170 -22.9841 16.3883  -0.458
165 O 8.2896 -22.1363 17.5775  0.316
166 C 9.0595 -20.9466 17.4141  -0.960
167 N 6.0817 -23.9720 17.1308  2.427
168 H 5.3524 -24.0015 16.4326  -0.630
169 H 5.7789 -24.6659 17.7993  -0.422
170 H 5.9704 -23.0470 17.5209  -0.487
171 H 8.0796 -25.2565 14.7674  -0.092
172 H 6.6191 -24.3466 14.6430  -0.573
173 H 6.4763 -25.8419 15.5608  0.015
174 H 8.0515 -24.8361 17.3193  -0.032
175 H 7.7933 -22.3448 15.6776  -0.343
176 H 9.3454 -23.0801 16.0401  0.390
177 H 8.6645 -20.2650 16.6608  0.219
178 H 10.1018 -21.1594 17.1764  0.094
179 H 9.0487 -20.4015 18.3580  0.253
180 B 11.5591 -25.5131 15.3753  0.256
181 F 10.7885 -25.0449 16.4843  -0.800
182 F 11.2518 -26.7930 15.2694  -0.145
183 F 11.2890 -24.8260 14.2412  -0.356
184 F 12.8871 -25.3523 15.7717  -0.357
185 B 4.6640 -24.4751 20.9425  0.008
186 F 4.0764 -23.2761 20.9111  -0.473
187 F 3.8956 -25.5415 21.2934  -0.291
188 F 5.1881 -24.7909 19.6734  -0.372
189 F 5.7604 -24.3977 21.7950  -0.297
190 B 8.5991 -17.4913 15.7846  0.378
191 F 7.2517 -17.5119 15.5895  -0.389
192 F 9.0302 -16.1848 15.7565  -0.330
193 F 8.8218 -17.9560 17.0915  -0.319
194 F 9.3438 -18.1400 14.7647  -0.554
195 Cl 4.9731 -27.3669 17.6280  -0.768
196 Cl 11.0858 -20.7537 20.2000  -0.672
197 Cl 5.0561 -20.7602 18.4290  -0.693
198 Cl 3.4123 -23.1870 15.1227  -0.696

# 2
# C42H116N8O15

A cluster of 12 separate species, C42H116N8O15 in total (wB97M-V/def2-TZVPD, the Open Molecules 2025 dataset).

LUMO: 0.019 hartree
F_max: 2.93 eV/A
Multiplicity: 1
SMILES: COC[C@H](C)N.COC[C@H](C)N.COC[C@H](C)N.COC[C@H](C)N.COC[C@H](C)N.COCCNCCOC.COCCNCCOC.COCCNCCOC.CO.CO.CO.CO
Highest occupied orbital energy: -7.73 eV
Gap between HOMO and LUMO: 0.3030 Eh

Last column: Mulliken charge in e.
Positions of all 181 atoms, in Å:
1 C 3.6910 15.4290 20.7072  -0.857
2 O 2.5017 15.7311 19.9976  -0.065
3 C 1.5149 16.6138 20.5530  -0.480
4 C 0.6296 16.9900 19.3060  0.040
5 N -0.5584 17.7773 19.5488  -0.198
6 C -1.5022 17.4762 20.5589  -0.770
7 C -2.3549 16.0933 20.3354  0.202
8 O -3.1699 15.8271 21.4440  -0.355
9 C -4.1781 16.8143 21.7485  -0.842
10 H 3.8313 14.3701 20.4881  0.298
11 H 3.6297 15.5067 21.7932  0.363
12 H 4.5183 15.9957 20.2784  0.188
13 H 1.9341 17.5503 20.9279  0.380
14 H 0.9582 16.1783 21.3835  0.276
15 H 0.2810 16.0913 18.7909  -0.527
16 H 1.3072 17.4372 18.5791  0.429
17 H -0.5746 18.7073 19.1660  0.278
18 H -2.0343 18.4183 20.6817  0.455
19 H -1.0433 17.1412 21.4937  0.278
20 H -1.6834 15.2429 20.2195  -0.360
21 H -3.0128 16.1663 19.4654  0.360
22 H -3.9338 17.7472 22.2590  0.307
23 H -4.9739 16.3313 22.3145  0.285
24 H -4.6858 17.1698 20.8476  0.351
25 C 2.7663 15.7076 11.7084  -0.658
26 O 3.4851 15.2926 12.8200  -0.427
27 C 3.4790 13.9062 13.1052  0.383
28 C 3.8037 13.6660 14.6202  0.404
29 N 4.9952 14.3489 15.0781  -0.066
30 C 6.1953 13.5340 14.9456  0.165
31 C 7.4393 14.2940 15.3057  -0.736
32 O 7.7336 15.2941 14.4054  -0.388
33 C 7.9036 14.9408 13.0366  -0.614
34 H 3.3668 16.4836 11.2309  0.331
35 H 1.7696 16.1144 11.8900  0.246
36 H 2.6581 14.9200 10.9594  0.182
37 H 4.2710 13.4015 12.5439  0.441
38 H 2.5712 13.3394 12.8901  -0.306
39 H 3.9280 12.6069 14.8401  -0.755
40 H 2.9853 14.1594 15.1475  -0.072
41 H 4.9445 15.2602 14.6430  0.391
42 H 6.1497 13.1900 13.9088  0.002
43 H 6.1262 12.6638 15.6012  0.020
44 H 8.2860 13.6020 15.3983  0.405
45 H 7.4795 14.5678 16.3614  0.224
46 H 6.9037 14.8022 12.6165  0.153
47 H 8.5285 14.0917 12.7615  0.282
48 H 8.1454 15.9360 12.6636  0.328
49 C 0.8825 12.7509 10.1661  -0.582
50 O 0.6545 11.4290 9.9635  -0.111
51 C 0.1116 11.1471 8.6755  -0.840
52 C -1.4056 11.0155 8.8632  -0.490
53 N -2.0441 10.8963 7.5754  -0.277
54 C -3.4201 10.5150 7.5517  -0.558
55 C -3.7231 9.7601 6.1960  -0.630
56 O -2.7967 8.7248 5.9071  -0.367
57 C -3.3294 7.3961 5.8132  -0.713
58 H 0.1506 13.5230 9.9142  0.402
59 H 1.7759 12.9753 9.5725  0.382
60 H 1.1346 12.9630 11.2062  -0.191
61 H 0.5955 10.3001 8.1870  0.434
62 H 0.4492 11.9919 8.0701  0.453
63 H -1.8349 11.8954 9.3463  0.277
64 H -1.5326 10.1971 9.5782  0.234
65 H -1.4980 10.3203 6.9494  0.288
66 H -4.0123 11.4334 7.5776  0.297
67 H -3.7038 9.9917 8.4692  0.358
68 H -3.5753 10.5318 5.4379  0.303
69 H -4.7746 9.4833 6.1115  0.465
70 H -4.1837 7.2047 6.4621  0.340
71 H -2.4722 6.7394 5.9555  0.233
72 H -3.6446 7.2127 4.7835  0.270
73 C 5.5185 10.0399 13.5314  -1.603
74 C 4.0515 9.7767 13.7470  2.670
75 C 3.1825 9.9957 12.4854  -0.117
76 O 3.7646 9.5034 11.2923  -0.460
77 C 4.2611 10.4060 10.3146  -0.369
78 N 3.7809 8.3704 14.1963  -0.608
79 H 6.0592 9.1903 13.1151  0.499
80 H 5.9541 10.3583 14.4793  0.261
81 H 5.6655 10.8845 12.8560  0.122
82 H 3.7367 10.4458 14.5488  -1.217
83 H 2.9450 11.0594 12.4027  -0.485
84 H 2.2212 9.4886 12.5867  0.362
85 H 3.4646 11.1070 10.0599  -0.003
86 H 4.6278 9.8468 9.4546  0.305
87 H 5.1512 10.9527 10.6350  0.216
88 H 4.5873 7.7713 14.3004  0.238
89 H 3.1624 8.0619 13.4609  0.268
90 C -0.3112 7.8082 14.9608  -1.734
91 C -1.7057 8.3009 15.1689  1.382
92 C -2.7143 8.1083 14.0428  -0.938
93 O -4.1109 8.2771 14.3193  -0.434
94 C -4.3487 9.5063 15.0033  -0.550
95 N -2.1661 7.5098 16.3406  -0.495
96 H 0.2764 7.8695 15.8756  0.414
97 H 0.1764 8.4143 14.1927  0.146
98 H -0.2731 6.8225 14.4946  0.521
99 H -1.7918 9.3420 15.4886  -0.265
100 H -2.6491 7.0696 13.7054  0.390
101 H -2.4746 8.5539 13.0734  0.404
102 H -4.0845 9.4749 16.0631  0.135
103 H -5.4012 9.7721 14.9211  0.378
104 H -3.7151 10.3087 14.6189  0.250
105 H -3.0836 7.1701 16.0736  0.335
106 H -1.5941 6.6754 16.3032  0.209
107 C 1.9134 13.3687 18.1209  -0.794
108 C 0.9276 12.4355 17.3921  3.374
109 C 1.4918 11.2303 16.5973  0.400
110 O 1.7218 11.4379 15.2115  0.562
111 C 0.6067 11.5397 14.2838  0.617
112 N -0.0831 12.0777 18.3904  0.192
113 H 2.8196 13.5922 17.5526  0.394
114 H 2.3179 12.9934 19.0643  -0.401
115 H 1.5643 14.3608 18.4028  -0.189
116 H 0.4764 13.0897 16.6419  -1.114
117 H 0.7407 10.4352 16.5546  -0.318
118 H 2.3790 10.8159 17.0750  -1.314
119 H 0.1495 12.5170 14.4498  0.002
120 H -0.1979 10.8703 14.5989  -0.540
121 H 0.9382 11.3978 13.2580  -0.467
122 H 0.3904 11.7682 19.2289  -0.397
123 H -0.6804 11.3435 18.0356  -0.108
124 C 2.6237 8.2099 17.9110  -0.665
125 C 3.9880 8.8517 18.2427  2.235
126 C 4.5389 8.6287 19.6540  -1.347
127 O 3.7411 9.3365 20.6727  -0.308
128 C 4.5761 9.7073 21.7594  -0.717
129 N 4.9269 8.3572 17.2729  -0.882
130 H 1.8247 8.5152 18.5870  -0.257
131 H 2.6080 7.1186 17.8921  0.451
132 H 2.4129 8.4981 16.8797  -0.082
133 H 3.7921 9.8890 17.9590  -0.655
134 H 5.6158 8.7503 19.8067  0.573
135 H 4.6718 7.5689 19.8965  0.475
136 H 4.9821 8.8273 22.2615  0.292
137 H 3.9330 10.2406 22.4584  0.088
138 H 5.3704 10.3817 21.4355  0.304
139 H 5.7525 8.9402 17.2509  0.345
140 H 4.4117 8.3926 16.4024  0.136
141 C -0.4749 9.8505 23.0799  -1.587
142 C 0.2877 10.6169 21.8837  0.753
143 C 1.3554 11.6339 22.3192  -0.209
144 O 0.8106 12.7189 23.0420  -0.480
145 C -0.1126 13.5301 22.3273  -0.383
146 N 0.7731 9.5556 20.9655  0.002
147 H -1.0340 10.4922 23.7626  0.339
148 H 0.2303 9.3022 23.7049  0.337
149 H -1.1533 9.1503 22.5938  0.370
150 H -0.4509 11.1016 21.2421  0.007
151 H 1.9269 11.8389 21.4087  0.050
152 H 2.0974 11.1606 22.9631  -0.026
153 H 0.1838 14.1106 21.4539  -0.188
154 H -0.5951 14.0837 23.1341  0.445
155 H -0.9828 12.9396 22.0288  0.368
156 H 1.7713 9.5776 20.8025  0.090
157 H 0.2267 8.9944 20.3317  0.189
158 C 6.3481 12.9446 19.0139  0.348
159 O 6.3820 13.7906 20.1790  -0.538
160 H 6.8876 12.0018 19.0992  0.301
161 H 5.3060 12.7371 18.7658  -0.008
162 H 6.8120 13.4982 18.1970  -0.312
163 H 6.4011 14.6844 19.8300  0.294
164 C 0.2800 15.7316 14.7985  0.314
165 O -0.7787 14.8032 14.4917  -0.539
166 H 0.5523 15.7623 15.8546  -0.158
167 H 1.2265 15.5511 14.2868  -0.300
168 H -0.0401 16.7198 14.4649  0.374
169 H -1.2388 14.5134 15.2870  0.358
170 C -3.0322 13.1860 16.8721  -0.552
171 O -1.9683 14.0475 17.0139  -0.495
172 H -3.1985 12.6934 17.8305  0.299
173 H -3.8717 13.8362 16.6187  0.356
174 H -2.7878 12.5649 16.0073  0.071
175 H -1.4193 13.8780 17.7868  0.122
176 C -2.3943 9.1161 19.3237  -0.747
177 O -1.0971 9.2064 18.7563  -0.094
178 H -2.3014 9.5152 20.3340  0.200
179 H -3.1927 9.6941 18.8564  0.206
180 H -2.5075 8.0319 19.2947  0.333
181 H -1.1301 8.9405 17.8325  0.028